(1)
Molecular formula: C2H5N2
Method: DFT, ωB97M-V/def2-TZVPD

Largest force on an atom   1.5 eV/A
HOMO-LUMO gap   12.161 eV
Energy   -5126.763 eV
Net charge   +1
ΔE to the lowest compared entry with this formula, charge and spin   6.55 kcal/mol

The geometry in XYZ format:
```
9
Properties=species:S:1:pos:R:3:forces:R:3:nbo_charge:R:1
N -1.01854 0.53217 -0.00323 1.42 0.42 0.02 -0.601
N 2.90040 -0.10911 -0.00722 -0.32 0.03 0.06 -0.580
C 1.76708 0.08594 0.00927 0.27 -0.08 -0.04 0.275
C -1.85343 -0.40789 -0.00171 -0.68 -0.48 -0.02 0.135
H -1.51852 -1.43883 -0.00268 0.18 0.03 0.01 0.224
H -1.31234 1.50843 -0.00305 -0.15 -0.19 0.00 0.432
H 3.88023 -0.29684 0.00914 0.27 -0.02 -0.02 0.476
H 0.08065 0.35330 0.00164 -1.11 0.15 -0.01 0.411
H -2.92553 -0.22717 -0.00217 0.12 0.15 0.00 0.228
```
Forces are in eV/Å.


(2)
Molecular formula: C4H13NOS2
Method: DFT, ωB97M-V/def2-TZVPD

Largest force on an atom   3.9 eV/A
HOMO-LUMO gap (spin up / spin down)   7.042 / 3.538 eV
Energy   -29553.938 eV
Spin multiplicity   2
Net charge   +1
ΔE to the lowest compared entry with this formula, charge and spin   105.87 kcal/mol

The geometry in XYZ format:
```
21
Properties=species:S:1:pos:R:3:forces:R:3:lowdin_spin:R:1
S -0.50913 2.08598 -0.00855 -1.16 -1.24 -1.61 0.876
S 1.67158 -1.43619 -1.77427 0.42 1.07 0.40 -0.800
O 1.84969 0.97033 1.46945 -1.56 -0.51 -2.48 0.057
N -2.87136 0.19186 0.71183 2.65 -0.69 2.22 0.627
C -0.79670 -1.26977 0.66012 -0.49 1.90 1.73 0.037
C 2.89053 -0.23011 -1.04761 -0.02 -0.90 -1.12 -0.075
C -1.15084 0.59811 -1.02589 -0.29 1.77 0.19 0.086
C -1.83695 -0.44693 -0.07014 -0.86 1.08 -3.66 0.091
H -0.39163 0.22489 -1.74603 0.32 -0.42 1.27 0.012
H 2.63887 0.82464 -0.86191 -0.45 -0.51 -0.60 0.004
H -1.80362 0.99823 -1.85983 -0.10 0.09 1.37 0.025
H 1.01372 1.44334 1.18582 1.71 -0.50 1.24 0.027
H -0.13696 -1.60960 -0.08991 0.88 -0.40 -0.87 -0.021
H 3.12010 -0.65096 -0.06383 0.64 -0.07 -0.45 -0.015
H -2.38603 -0.96908 -0.92030 0.19 -0.70 1.14 0.051
H -0.24746 -0.46280 1.31570 -0.86 -2.09 -0.71 0.005
H 3.67706 -0.34075 -1.86007 -0.35 0.29 1.49 -0.024
H -3.01454 -0.18234 1.69192 -0.49 -0.21 -1.52 0.015
H -1.25260 -2.13669 1.12743 0.28 0.12 0.68 0.001
H 2.13807 1.23189 2.31269 0.22 0.90 1.78 0.001
H -2.60183 1.16594 0.85337 -0.67 1.02 -0.50 0.020
```
Forces are in eV/Å.


(3)
Molecular formula: C2H5Br2Cl3HfO13
Method: DFT, ωB97M-V/def2-TZVPD

Largest force on an atom   8.2 eV/A
HOMO-LUMO gap   8.249 eV
Energy   -207713.493 eV
Net charge   -2

The geometry in XYZ format:
```
26
Properties=species:S:1:pos:R:3:forces:R:3:nbo_charge:R:1
Hf -0.65566 -1.31789 0.14104 -0.45 3.00 -0.35 2.187
Br -0.54521 -3.98390 -0.89850 -0.01 2.04 0.86 -0.551
Br -2.94894 -1.85592 1.64020 1.85 0.49 -1.20 -0.509
Cl 3.01439 -0.47619 -0.77247 1.96 3.48 -0.76 2.597
Cl -1.87848 -0.91484 -3.18891 0.48 3.19 -0.29 2.636
Cl 0.89434 -1.71665 3.24307 -4.50 5.24 2.81 2.589
O 2.21565 -1.42362 3.56437 1.90 -1.07 1.09 -0.779
O 3.01643 -0.02994 -2.12452 -0.58 -0.16 -0.89 -0.857
O -2.35791 0.36930 -3.65066 -1.14 -1.19 -0.96 -0.846
O 0.41203 -0.53044 2.49390 -1.08 2.15 -0.46 -0.921
O -0.56365 -0.70234 -2.81508 6.18 0.12 -0.27 -0.880
O -2.03547 -2.00135 -4.06377 -0.84 -0.59 -1.21 -0.814
O 1.91705 -1.34700 -0.52172 -3.15 -2.96 0.54 -0.909
O -2.39687 -1.17789 -1.90892 -3.94 -1.81 4.49 -0.910
O 4.28768 -1.10869 -0.56284 -0.51 -0.62 0.96 -0.846
O 0.61650 -2.62054 2.26471 0.21 -6.94 -4.39 -0.855
O -0.00855 -1.98530 4.39316 2.39 0.44 -1.23 -0.821
O -0.88071 1.01586 -0.15175 1.43 -4.57 0.30 -0.902
O 2.78108 0.64740 0.08316 0.73 0.25 0.61 -0.855
C -0.16556 3.31503 0.56193 0.01 -1.30 0.29 -0.636
C -1.26538 2.32324 0.10993 -0.66 0.10 -0.14 -0.022
H -2.05541 2.19359 0.84961 -0.12 0.78 0.50 0.147
H -1.75006 2.73804 -0.77389 -0.13 0.00 -0.38 0.144
H 0.28219 2.80461 1.41461 0.44 0.35 0.13 0.220
H -0.52874 4.29606 0.86819 -0.44 -0.10 0.05 0.184
H 0.59927 3.48937 -0.19487 -0.04 -0.32 -0.10 0.210
```
Forces are in eV/Å.


(4)
Molecular formula: C3H5NO2S2
Method: DFT, ωB97M-V/def2-TZVPD

Largest force on an atom   4.1 eV/A
HOMO-LUMO gap (spin up / spin down)   6.196 / 6.577 eV
Energy   -30439.616 eV
Spin multiplicity   3
ΔE to the lowest compared entry with this formula, charge and spin   83.21 kcal/mol

The geometry in XYZ format:
```
13
Properties=species:S:1:pos:R:3:forces:R:3:lowdin_spin:R:1
S 0.35258 -2.07210 0.34747 -0.42 0.33 0.46 0.128
S -2.54893 -1.21807 -0.14986 -0.94 0.06 0.25 0.624
O -0.52182 1.93610 1.22453 0.60 0.41 0.58 0.293
O -2.45429 1.48084 0.30296 1.11 0.27 -0.50 0.060
N -1.19075 1.51697 0.27761 -1.70 -0.43 -0.08 0.110
C -0.48209 0.87969 -0.72844 -3.12 -0.41 -2.61 0.350
C 1.81405 -0.98103 0.32151 -1.37 0.78 -1.35 0.009
C -0.99082 -1.12554 -0.20022 2.61 -0.24 -0.95 0.406
H -0.85660 0.83776 -1.83481 0.21 0.18 2.59 0.005
H 0.53407 0.91237 -0.61993 2.14 0.16 0.47 0.013
H 2.65344 -1.55075 0.57969 1.17 -1.15 -0.13 0.001
H 1.75813 -0.24337 1.06055 -0.56 0.97 1.54 0.000
H 1.93303 -0.37287 -0.58105 0.26 -0.91 -0.28 0.002
```
Forces are in eV/Å.


(5)
Molecular formula: CH6O2
Method: DFT, ωB97M-V/def2-TZVPD

Largest force on an atom   1.7 eV/A
HOMO-LUMO gap   11.159 eV
Energy   -5228.428 eV
ΔE to the lowest compared entry with this formula, charge and spin   10.67 kcal/mol
SMILES   CO.O

The geometry in XYZ format:
```
9
Properties=species:S:1:pos:R:3:forces:R:3:nbo_charge:R:1
O -2.64174 -0.67098 0.61733 -0.56 -0.28 -1.05 -0.943
O 1.55421 -0.19348 -1.03404 -0.67 0.46 -0.84 -0.750
C 1.25859 0.47086 0.21371 1.30 -0.98 0.28 -0.256
H -2.23949 -0.75464 -0.27679 -0.44 0.07 0.93 0.473
H 2.23907 0.48876 0.71863 -0.54 0.30 0.42 0.166
H 0.80774 1.47498 0.28506 0.08 -0.35 -0.90 0.174
H -3.59472 -0.87444 0.48061 1.05 0.21 0.11 0.470
H 0.60544 -0.24618 0.73893 0.25 0.45 -0.15 0.191
H 2.01091 0.30511 -1.74343 -0.47 0.11 1.21 0.474
```
Forces are in eV/Å.


(6)
Molecular formula: C3H16N2O3
Method: DFT, ωB97M-V/def2-TZVPD

Largest force on an atom   1.4 eV/A
HOMO-LUMO gap   9.351 eV
Energy   -12492.919 eV
ΔE to the lowest compared entry with this formula, charge and spin   18.65 kcal/mol
SMILES   C[C@H](N)CN.O.O.O

The geometry in XYZ format:
```
24
Properties=species:S:1:pos:R:3:forces:R:3:nbo_charge:R:1
O 2.01767 -1.37620 -0.42645 0.04 -0.29 0.46 -0.965
O 1.95349 3.14761 -1.93166 -0.11 -0.28 -0.17 -0.953
O 0.23956 -3.92583 0.22722 -0.17 -0.08 -0.12 -0.949
N -0.26842 1.71515 0.94335 0.85 -0.72 -0.84 -0.860
N -0.74773 0.54461 -1.66711 -0.13 0.43 -0.89 -0.877
C -1.40841 0.07660 -0.47222 0.60 0.98 0.17 -0.209
C -0.93988 -0.42815 1.98653 0.57 -0.06 -0.45 -0.628
C -0.44141 0.26457 0.70817 -1.12 -0.18 0.31 -0.076
H 2.18608 -2.20540 -0.88745 0.09 0.29 -0.30 0.486
H 0.03984 1.15786 -1.55168 -0.12 0.02 0.26 0.365
H 0.42193 1.77938 1.68147 -0.26 0.55 0.15 0.361
H -0.65431 -0.01084 -2.50115 -0.28 -0.26 0.37 0.374
H 1.20535 2.95971 -1.35000 0.18 0.28 0.16 0.479
H -2.25929 0.71743 -0.18537 -0.24 -0.11 -0.44 0.159
H 0.47042 -2.99380 0.30423 -0.06 0.15 0.02 0.480
H -0.65471 -3.94649 -0.13908 0.26 0.07 0.10 0.468
H 0.51582 -0.13844 0.38253 -0.10 0.00 0.44 0.213
H -1.80859 -0.92092 -0.64537 0.27 -0.20 0.36 0.192
H -0.09800 -0.44624 2.68287 -0.18 -0.36 0.14 0.211
H 1.96911 -0.64905 -1.05419 0.05 -0.28 -0.31 0.487
H 2.45672 3.86136 -1.53192 -0.14 -0.02 0.16 0.473
H -1.75028 0.09531 2.48449 -0.19 0.28 -0.16 0.204
H -1.14403 2.14913 1.19436 -0.03 0.04 0.34 0.357
H -1.30092 -1.42738 1.74845 0.22 -0.26 0.26 0.206
```
Forces are in eV/Å.


(7)
Molecular formula: C5H33N2O10S
Method: DFT, ωB97M-V/def2-TZVPD

Largest force on an atom   3.6 eV/A
HOMO-LUMO gap   6.750 eV
Energy   -40012.702 eV
Net charge   -1
ΔE to the lowest compared entry with this formula, charge and spin   11.94 kcal/mol

The geometry in XYZ format:
```
51
Properties=species:S:1:pos:R:3:forces:R:3:nbo_charge:R:1
S 0.82883 1.86420 3.75992 0.07 -0.54 -0.55 -0.716
O -1.90091 2.38077 0.14713 -0.08 0.33 1.61 -0.958
O 0.81923 -2.31329 0.92835 -0.06 -0.17 0.34 -0.971
O -1.73195 -0.51700 1.55160 0.25 0.38 0.31 -1.011
O 3.58423 0.49621 -3.04399 -0.01 0.17 0.05 -0.952
O -3.41154 2.03599 -2.08998 -0.10 0.59 -0.45 -0.966
O 1.68777 -3.82419 -1.05697 0.27 -0.25 -1.11 -0.981
O -2.31278 0.81753 3.96185 -0.41 -0.52 -0.20 -0.976
O -2.93181 -2.35014 -2.49409 -0.11 0.08 0.67 -0.978
O 4.25380 1.14302 -0.03606 -0.07 -0.11 0.06 -0.959
O -3.51346 -2.85682 0.44897 0.66 0.27 -0.28 -0.961
N 1.22947 0.54990 -0.07050 -2.23 0.79 0.38 -0.676
N -0.30828 -1.61811 -1.94896 1.30 1.22 -1.03 -0.881
C 0.08864 0.65036 -1.04677 3.05 -0.60 -1.81 -0.229
C 1.76481 1.09896 2.31937 -0.50 1.04 1.16 -0.531
C 1.07168 1.54598 1.02049 0.87 -0.70 0.37 -0.283
C 0.52199 -0.34191 -2.19520 -2.99 -0.48 1.46 -0.025
C 0.29870 0.25736 -3.58375 1.02 -0.50 0.41 -0.623
H 0.03370 1.69549 1.31745 0.02 -0.48 -0.44 0.196
H -0.14340 -2.26416 0.94003 -0.03 0.08 0.39 0.483
H 1.44366 -2.94182 -0.74857 0.08 -0.35 0.62 0.495
H -0.33478 -1.82689 -0.95681 0.55 0.17 -0.08 0.360
H 0.28159 -2.31394 -2.39068 -0.59 -0.73 0.12 0.370
H 0.86911 -0.32994 -4.29946 -0.09 -0.02 -0.30 0.208
H -2.09804 1.61304 0.70906 -0.28 -0.51 -0.70 0.486
H 2.05862 0.72213 -0.61791 0.19 0.19 0.19 0.363
H -3.19002 -1.53490 -2.94231 0.11 -0.18 0.13 0.465
H -3.26371 1.09072 -2.06238 0.28 -0.05 0.23 0.462
H 3.80994 1.65916 0.65152 0.03 0.06 -0.07 0.488
H 2.77868 1.49296 2.45809 0.07 -0.19 -0.37 0.179
H 0.08189 1.61620 -1.56055 -0.25 0.38 0.55 0.168
H -3.26866 -2.78653 -0.48964 -0.62 -0.23 0.02 0.480
H 3.93810 -0.37263 -2.83519 0.05 -0.02 0.03 0.467
H -2.15915 -2.08764 -1.93349 -0.13 0.06 -1.29 0.492
H -0.88787 0.46001 -0.63804 0.00 -0.38 0.25 0.206
H 1.80206 0.01163 2.47252 -0.07 0.19 -0.36 0.179
H 1.38309 2.56132 0.74485 0.21 -0.02 -0.08 0.181
H 1.12597 -1.43896 1.20104 -0.08 0.27 -0.28 0.498
H -2.68665 2.47553 -1.60930 -0.41 -0.66 0.03 0.499
H 4.15546 0.23983 0.29255 0.05 0.04 -0.05 0.479
H 1.94461 -4.33613 -0.29007 -0.10 0.25 0.27 0.472
H -2.26320 1.50103 3.28704 0.12 0.32 0.23 0.465
H 3.66370 0.99684 -2.21899 0.19 -0.09 -0.01 0.487
H -1.37066 0.64129 4.13090 0.34 0.41 0.14 0.503
H -2.87576 -2.24292 0.84115 -0.21 -0.01 0.28 0.472
H -0.90810 -0.06932 1.82582 -0.07 -0.26 -0.21 0.485
H -0.70882 0.38142 -3.94156 -0.59 -0.20 0.27 0.211
H 1.57305 -0.59825 -2.07276 0.00 0.22 -0.07 0.180
H -2.25500 -0.37863 2.36713 -0.08 -0.13 -0.05 0.509
H -1.62091 2.95757 0.87611 0.16 0.54 -0.56 0.481
H 0.75615 1.23699 -3.54735 0.21 0.31 -0.24 0.211
```
Forces are in eV/Å.


(8)
Molecular formula: C13H13N2
Method: DFT, ωB97M-V/def2-TZVPD

Largest force on an atom   2.0 eV/A
HOMO-LUMO gap (spin up / spin down)   6.234 / 6.230 eV
Energy   -16661.403 eV
Net charge   +1
ΔE to the lowest compared entry with this formula, charge and spin   78.21 kcal/mol

The geometry in XYZ format:
```
28
Properties=species:S:1:pos:R:3:forces:R:3:nbo_charge:R:1
N 2.72392 1.01954 0.51317 -0.19 -0.64 -0.31 -0.560
N 1.53381 2.59023 -0.56511 -0.33 -0.39 -0.71 -0.356
C -1.81750 0.24020 -0.78297 -0.47 -0.37 -0.07 -0.552
C 0.26855 2.49210 -0.53583 -0.07 0.51 0.12 0.078
C -4.00179 0.27883 0.45521 -0.16 0.01 0.08 -0.321
C 2.41883 -2.57018 0.01818 -0.20 0.33 0.02 -0.089
C 1.07837 -2.79928 -0.27481 -0.08 0.01 -0.02 -0.204
C 2.84933 -1.27603 0.20115 -0.11 0.02 -0.02 -0.238
C -0.45793 1.82276 0.62264 0.10 -0.10 -0.02 -0.538
C 0.59034 -0.38110 -0.10463 -0.11 -0.09 -0.01 -0.122
C 0.22435 -1.73404 -0.36867 0.08 -0.15 -0.08 -0.137
C 2.55106 2.29333 0.14377 -0.41 0.41 0.79 0.329
C -2.85627 -0.31269 0.18274 0.30 -0.02 -0.07 -0.199
C -0.55240 0.49778 -0.06370 1.79 0.87 0.36 0.435
C 2.00311 -0.15709 0.17926 0.15 -0.41 0.20 0.215
H -1.43103 2.25788 0.82983 -0.07 -0.04 -0.03 0.260
H -0.31288 2.82913 -1.38034 -0.07 -0.08 -0.21 0.214
H -0.80419 -1.95251 -0.60131 -0.09 0.04 -0.06 0.227
H 3.61135 0.81543 0.96558 -0.33 0.14 -0.02 0.423
H 3.11540 -3.38804 0.10528 0.10 -0.09 -0.04 0.246
H -4.72382 -0.18583 1.10572 -0.06 -0.10 0.15 0.227
H -4.29048 1.22671 0.03305 0.03 0.21 -0.16 0.204
H -2.20114 1.18853 -1.16359 0.11 0.06 -0.01 0.261
H -1.69646 -0.44359 -1.62624 0.09 0.12 0.07 0.252
H 0.71690 -3.80266 -0.43172 -0.07 -0.07 -0.03 0.245
H 3.89917 -1.11012 0.39581 0.08 0.06 0.01 0.231
H 0.16515 1.82229 1.51494 0.05 -0.07 -0.02 0.261
H -2.60375 -1.26160 0.63260 -0.05 -0.16 0.09 0.210
```
Forces are in eV/Å.


(9)
Molecular formula: C2H2Cl2N2
Method: DFT, ωB97M-V/def2-TZVPD

Largest force on an atom   1.5 eV/A
HOMO-LUMO gap (spin up / spin down)   7.298 / 6.939 eV
Energy   -30123.977 eV
ΔE to the lowest compared entry with this formula, charge and spin   126.94 kcal/mol

The geometry in XYZ format:
```
8
Properties=species:S:1:pos:R:3:forces:R:3:nbo_charge:R:1
Cl 2.52646 0.90055 0.15627 0.64 -0.18 0.36 -0.143
Cl -2.24529 -0.30710 1.30860 -0.97 1.02 0.47 -0.162
N -0.75578 -1.50925 0.64242 -0.09 -0.46 -0.09 -0.670
N 0.83255 1.37998 -0.87015 -0.86 0.01 -0.48 -0.680
C -0.05738 -1.30785 -0.30716 0.73 0.69 -0.48 0.365
C -0.18472 0.74138 -1.00755 -0.22 -0.90 0.18 0.371
H 0.96231 2.32392 -1.19198 0.32 0.27 0.11 0.451
H -1.07815 -2.22163 1.26956 0.45 -0.45 -0.06 0.469
```
Forces are in eV/Å.


(10)
Molecular formula: C4H8Br
Method: DFT, ωB97M-V/def2-TZVPD

Largest force on an atom   1.8 eV/A
HOMO-LUMO gap (spin up / spin down)   8.213 / 9.010 eV
Energy   -74317.028 eV
Spin multiplicity   2
ΔE to the lowest compared entry with this formula, charge and spin   27.17 kcal/mol

The geometry in XYZ format:
```
13
Properties=species:S:1:pos:R:3:forces:R:3:lowdin_spin:R:1
Br 1.79920 -1.54928 0.11682 -0.05 0.11 -0.07 0.001
C -0.70594 1.49040 3.43742 0.19 0.86 1.09 -0.004
C -0.76211 0.16445 3.85343 -1.58 -0.70 -0.55 0.408
C -0.73564 2.11063 2.19185 -0.85 0.08 -0.13 0.430
C 0.12540 -0.35018 4.92718 0.25 0.33 0.60 0.067
H -1.47612 1.86099 1.42082 0.88 -0.51 -0.05 0.022
H 2.22449 -2.60901 0.94859 0.04 -0.11 0.08 0.000
H -0.18014 -0.06541 5.93955 -0.11 0.18 0.06 0.024
H 1.12049 0.09331 4.76970 -0.13 -0.46 0.21 0.011
H -1.48544 -0.55939 3.46579 0.54 0.14 -0.65 0.016
H -0.06627 2.96118 1.98272 -0.90 -0.10 0.47 0.024
H 0.16850 -1.44587 4.94965 0.12 0.30 -0.27 0.000
H -0.59558 2.14921 4.33138 1.58 -0.13 -0.79 0.001
```
Forces are in eV/Å.